# C78H65N13O26

13 unconnected molecules or ions with the total composition C78H65N13O26 at a distorted geometry (ωB97M-V/def2-TZVPD, OMol25).

- relative energy (zero: lowest compared OMol25 entry of this formula, charge and spin) (kcal/mol) = 210.01
- HOMO level (eV) = -9.4

Atoms and positions in Å:
C1 1.944 -0.556 -16.953
C2 2.777 -0.677 -18.105
C3 3.523 0.464 -18.593
C4 3.480 1.650 -17.914
C5 2.718 1.732 -16.755
C6 1.937 0.651 -16.254
N1 4.119 2.880 -18.443
O1 3.970 3.945 -17.795
O2 4.890 2.704 -19.421
H1 1.286 -1.371 -16.692
H2 2.755 -1.592 -18.678
H3 3.941 0.484 -19.589
H4 2.629 2.651 -16.194
H5 1.265 0.780 -15.418
C7 3.651 5.791 -24.220
C8 4.078 5.484 -22.965
C9 3.292 4.667 -22.159
C10 2.151 4.176 -22.701
C11 1.709 4.549 -24.006
C12 2.472 5.412 -24.743
N2 1.359 3.190 -21.929
O3 1.544 3.023 -20.679
O4 0.407 2.788 -22.551
H6 4.248 6.532 -24.730
H7 5.058 5.750 -22.597
H8 3.637 4.383 -21.176
H9 0.816 4.041 -24.338
H10 2.152 5.801 -25.698
C13 1.736 13.043 -20.541
C14 1.659 13.993 -21.456
C15 0.397 14.573 -21.773
C16 -0.735 14.260 -20.985
C17 -0.567 13.259 -19.966
C18 0.602 12.556 -19.795
N3 -1.973 15.022 -21.209
O5 -2.884 14.530 -20.724
O6 -1.910 16.116 -21.796
H11 2.682 12.564 -20.335
H12 2.475 14.251 -22.115
H13 0.444 15.226 -22.632
H14 -1.327 12.712 -19.427
H15 0.747 11.658 -19.212
C19 7.992 8.572 -17.877
C20 7.379 7.436 -18.319
C21 7.291 6.275 -17.515
C22 7.812 6.238 -16.222
C23 8.372 7.403 -15.774
C24 8.510 8.586 -16.588
N4 7.703 5.078 -15.289
O7 7.601 5.337 -14.117
O8 7.550 3.904 -15.714
H16 8.251 9.322 -18.609
H17 7.128 7.193 -19.341
H18 6.804 5.449 -18.013
H19 8.893 7.421 -14.828
H20 8.712 9.579 -16.213
C25 3.564 20.791 -26.370
C26 4.366 19.849 -25.878
C27 3.818 18.786 -25.226
C28 2.421 18.588 -25.189
C29 1.632 19.423 -26.038
C30 2.208 20.581 -26.665
N5 1.897 17.522 -24.421
O9 2.628 16.600 -24.203
O10 0.744 17.755 -24.002
H21 3.927 21.692 -26.842
H22 5.417 20.099 -25.861
H23 4.483 18.025 -24.843
H24 0.604 19.168 -26.249
H25 1.562 21.288 -27.163
C31 4.080 10.904 -25.756
C32 4.459 9.635 -25.796
C33 5.371 9.051 -24.851
C34 5.827 9.826 -23.824
C35 5.348 11.118 -23.736
C36 4.514 11.707 -24.680
N6 6.675 9.224 -22.748
O11 6.671 8.003 -22.568
O12 7.346 9.957 -22.097
H26 3.375 11.151 -26.537
H27 3.943 9.061 -26.551
H28 5.679 8.019 -24.936
H29 5.728 11.578 -22.836
H30 4.226 12.747 -24.718
C37 1.647 7.308 -21.086
C38 2.725 8.241 -21.166
C39 2.495 9.419 -21.932
C40 1.333 9.660 -22.587
C41 0.219 8.846 -22.318
C42 0.415 7.668 -21.605
N7 1.163 10.847 -23.504
O13 2.046 11.725 -23.532
O14 0.110 10.916 -24.107
H31 1.831 6.361 -20.601
H32 3.653 7.912 -20.722
H33 3.220 10.217 -21.987
H34 -0.711 9.014 -22.840
H35 -0.447 7.087 -21.312
C43 -3.114 12.049 -25.782
C44 -3.407 10.964 -26.605
C45 -3.649 9.777 -25.897
C46 -3.868 9.778 -24.523
C47 -3.462 10.886 -23.757
C48 -2.954 11.941 -24.408
N8 -4.327 8.524 -23.814
O15 -4.894 8.554 -22.690
O16 -4.040 7.447 -24.356
H36 -2.687 12.942 -26.214
H37 -3.299 10.937 -27.679
H38 -3.826 8.911 -26.517
H39 -3.556 10.987 -22.686
H40 -2.603 12.750 -23.784
C49 0.276 12.178 -27.907
C50 0.758 13.076 -26.985
C51 1.602 14.168 -27.317
C52 1.874 14.486 -28.638
C53 1.348 13.623 -29.668
C54 0.643 12.480 -29.293
N9 2.686 15.687 -28.929
O17 2.833 16.625 -28.104
O18 3.424 15.593 -29.922
H41 0.027 11.201 -27.520
H42 0.547 12.861 -25.948
H43 1.922 14.742 -26.460
H44 1.522 13.861 -30.707
H45 0.274 11.768 -30.016
C55 -4.246 4.036 -20.757
C56 -3.932 5.411 -20.851
C57 -2.989 5.891 -19.979
C58 -2.347 5.121 -19.036
C59 -2.774 3.770 -18.902
C60 -3.734 3.174 -19.728
N10 -1.094 5.549 -18.389
O19 -0.380 4.669 -17.886
O20 -0.896 6.742 -18.174
H46 -5.118 3.606 -21.228
H47 -4.531 6.085 -21.447
H48 -2.783 6.903 -20.296
H49 -2.184 3.201 -18.199
H50 -3.926 2.134 -19.510
C61 4.127 15.285 -16.752
C62 3.658 15.792 -17.974
C63 3.895 15.161 -19.141
C64 4.794 14.039 -19.122
C65 5.202 13.517 -17.860
C66 4.907 14.144 -16.641
N11 5.102 13.345 -20.480
O21 5.470 12.138 -20.400
O22 5.171 14.028 -21.473
H51 3.875 15.903 -15.902
H52 3.024 16.666 -17.937
H53 3.365 15.454 -20.035
H54 5.611 12.520 -17.781
H55 5.343 13.851 -15.697
C67 -1.241 4.933 -27.731
C68 -0.131 4.576 -28.547
C69 0.764 5.541 -28.955
C70 0.659 6.905 -28.540
C71 -0.423 7.224 -27.773
C72 -1.294 6.223 -27.330
N12 1.639 7.973 -28.886
O23 2.370 7.858 -29.901
O24 1.708 8.964 -28.214
H56 -1.924 4.124 -27.519
H57 -0.073 3.549 -28.878
H58 1.640 5.409 -29.572
H59 -0.406 8.245 -27.422
H60 -2.184 6.342 -26.731
C73 2.232 5.086 -14.160
C74 3.555 5.579 -14.375
C75 3.723 6.629 -15.303
C76 2.656 7.040 -16.082
C77 1.405 6.389 -15.875
C78 1.197 5.407 -14.967
N13 2.863 7.954 -17.168
O25 1.823 8.462 -17.556
O26 3.996 8.100 -17.648
H61 2.113 4.395 -13.338
H62 4.469 5.162 -13.978
H63 4.708 6.934 -15.623
H64 0.581 6.601 -16.540
H65 0.199 4.995 -14.952

Here are the Löwdin charges for atoms 1 to 5, given in e: -0.073 -0.032 0.002 -0.166 0.009